(1)
A 3-piece molecular cluster, C6H13N3 overall in a non-equilibrium geometry, computed with ωB97M-V/def2-TZVPD.

Energy relative to the best compared isomer or geometry (same formula, charge and spin) in kJ/mol: 1091.9
HOMO in eV: -8.4
Frontier orbital gap in hartree: 0.3233
LUMO level in eV: 0.4

Each line ends with the Mulliken charge.
Cartesian coordinates (Å):
C  1.596  1.029  -1.941  -0.25
C  1.497  1.476  -0.371  -0.62
C  0.617  0.486  0.442  0.16
C  -0.891  -1.519  0.966  -0.67
C  -2.327  -1.916  1.414  -0.42
C  -2.549  -0.377  1.582  -0.51
H  2.985  0.942  -3.799  0.30
H  2.929  2.217  -2.010  0.37
H  1.918  -0.074  -1.610  0.19
H  0.457  0.872  -2.241  0.18
H  1.466  2.646  0.080  0.21
H  2.781  0.783  0.180  0.22
H  0.907  -0.710  0.200  0.18
H  0.112  -1.966  1.389  0.29
H  -0.582  -1.435  -0.181  0.32
H  -2.322  -2.558  2.354  0.27
H  -2.877  -2.177  0.512  0.30
H  -3.435  -0.198  2.465  0.23
H  -2.875  0.088  0.766  0.37
N  2.213  1.850  -2.955  -0.59
N  -0.551  0.751  1.042  -0.82
N  -1.066  -0.211  1.718  0.30



(2)
One molecule with the formula C6H13N3O2 in a non-equilibrium geometry, computed with ωB97M-V/def2-TZVPD.

Energy relative to the best compared isomer or geometry (same formula, charge and spin) in kJ/mol: 88.3
HOMO in eV: -8.8
SMILES string: NC(=O)NCN1CCOCC1
Frontier orbital gap in hartree: 0.3485
LUMO level in eV: 0.7

Each line ends with the Mulliken charge.
Cartesian coordinates (Å):
N  2.224  -0.041  -2.172  -0.39
C  1.290  0.746  -2.703  0.42
O  1.154  1.065  -3.898  -0.69
N  0.316  1.115  -1.813  -0.06
C  0.218  1.117  -0.363  -0.73
N  0.283  -0.220  0.109  -0.08
C  0.685  -0.541  1.517  -0.74
C  -0.475  -0.161  2.524  -0.38
O  -1.639  -0.906  2.176  -0.38
C  -2.034  -0.604  0.828  -0.58
C  -0.983  -1.026  -0.122  -0.69
H  2.840  -0.749  -2.750  0.26
H  2.056  -0.251  -1.191  0.32
H  -0.409  1.709  -2.247  0.23
H  -0.719  1.537  0.004  0.50
H  1.006  1.697  0.174  0.32
H  1.520  0.114  1.695  0.38
H  0.987  -1.579  1.801  0.29
H  -0.713  0.925  2.580  0.27
H  -0.175  -0.323  3.627  0.33
H  -2.949  -1.180  0.774  0.37
H  -2.305  0.403  0.635  0.35
H  -0.715  -2.051  -0.055  0.38
H  -1.464  -0.794  -1.131  0.30



(3)
A 2-piece molecular cluster, C6H13N3O2S overall in a non-equilibrium geometry, computed with ωB97M-V/def2-TZVPD.

Energy relative to the best compared isomer or geometry (same formula, charge and spin) in kJ/mol: 616.5
HOMO in eV: -9.4
SMILES string: CCCCC/N=[N+](\[O-])O.N=C=S
Frontier orbital gap in hartree: 0.3669
LUMO level in eV: 0.6

Each line ends with the Mulliken charge.
Cartesian coordinates (Å):
C  -1.954  -1.705  0.723  -1.17
C  -1.365  -0.315  1.008  -0.49
C  0.073  -0.518  0.479  -0.46
C  0.951  0.722  0.726  -0.67
C  2.128  0.861  -0.272  -0.68
N  1.654  1.148  -1.581  -0.24
N  1.963  0.438  -2.517  0.86
O  2.439  -0.662  -2.654  -0.70
O  1.738  1.164  -3.715  -0.46
H  -1.652  -2.330  1.531  0.32
H  -3.103  -1.619  0.676  0.30
H  -1.571  -2.136  -0.178  0.39
H  -1.378  0.017  1.982  0.43
H  -1.902  0.593  0.545  0.25
H  -0.024  -0.746  -0.568  0.31
H  0.627  -1.435  0.956  0.24
H  1.337  0.782  1.695  0.47
H  0.274  1.608  0.560  0.21
H  2.564  -0.178  -0.142  0.38
H  2.735  1.796  -0.058  0.34
H  1.798  0.547  -4.569  0.37
N  -0.404  3.680  -1.888  -0.55
C  -0.903  2.622  -2.223  0.55
S  -1.555  1.468  -3.016  -0.33
H  0.467  3.590  -1.426  0.35